Record 1
The following is a DFT calculation (the ωB97M-V functional and the def2-TZVPD basis) of a cluster of 4 separate species, C26H60BIN3O13 in total.

The geometry in ORCA input format:
```
! wB97M-V def2-TZVPD RIJCOSX def2/J DEFGRID3
* xyz 1 1
C 4.94875 -5.51484 0.99989
C 3.54056 -5.95945 1.40691
O 2.51373 -5.38610 0.59938
C 2.39695 -6.03278 -0.62707
N 1.80036 -5.12297 -1.60649
C 1.14140 -4.03374 -1.11172
N 1.73314 -2.89254 -0.91717
B 3.21014 -2.66085 -1.12270
O 3.64513 -2.68980 -2.39339
O 3.96608 -2.41210 -0.02581
C 4.64591 -1.13394 0.00723
C 3.76051 0.00672 -0.42494
N -0.21304 -4.09959 -0.81945
I -1.12120 -5.83582 -1.50481
C -0.48773 -3.92406 0.62412
C -1.91065 -3.39966 0.80286
O -2.47164 -2.83631 -0.09924
H 5.58335 -6.38954 0.94997
H 4.92180 -5.11318 -0.00632
H 5.35472 -4.78830 1.68427
H 3.34980 -5.66748 2.42766
H 3.47847 -7.04273 1.36122
H 3.33588 -6.41266 -1.01338
H 1.74069 -6.89748 -0.52082
H 2.38674 -4.91380 -2.40295
H 1.14643 -2.11782 -0.63744
H 4.60056 -2.59756 -2.44350
H 5.57585 -1.15633 -0.55244
H 4.93490 -0.98068 1.03711
H 4.15236 0.91499 0.01962
H 2.74367 -0.08272 -0.06691
H 3.79206 0.18067 -1.49350
H -0.32816 -4.83913 1.18412
H 0.15978 -3.16954 1.05889
H -2.39462 -3.54063 1.77719
C -3.29649 -0.17008 -7.48627
O -3.05661 -0.48918 -6.13197
C -3.61216 -1.73714 -5.75551
C -2.84477 -2.33950 -4.60295
O -1.59927 -2.92376 -4.97203
C -0.55675 -2.03519 -5.32323
C -0.00865 -1.26902 -4.14765
O -0.88140 -0.21749 -3.77561
C -0.80756 0.11434 -2.41384
H -4.36436 -0.01611 -7.67438
H -2.76252 0.75173 -7.70646
H -2.91993 -0.95836 -8.14800
H -3.60403 -2.43316 -6.60191
H -4.65120 -1.57417 -5.43910
H -3.43563 -3.17152 -4.21505
H -2.72066 -1.61900 -3.79283
H -0.85385 -1.35859 -6.12576
H 0.24202 -2.67146 -5.71321
H 0.96624 -0.83641 -4.41716
H 0.12774 -1.96524 -3.31475
H -1.03333 -0.76508 -1.78608
H -1.55707 0.87330 -2.21110
H 0.17615 0.52283 -2.15459
C -0.75110 5.67336 -2.93638
O -0.72183 5.40154 -1.55208
C -1.26981 4.13915 -1.22881
C -0.67424 3.60726 0.05432
O 0.63870 3.07804 -0.08196
C 1.70905 3.99583 -0.26333
C 2.06685 4.78753 0.97330
O 1.13927 5.83086 1.18592
C 1.02186 6.19533 2.54579
H -1.77992 5.76640 -3.30102
H -0.23276 6.61601 -3.09667
H -0.23365 4.88913 -3.50160
H -1.08952 3.42334 -2.04080
H -2.35376 4.25639 -1.09112
H -1.28148 2.75341 0.36778
H -0.71664 4.35181 0.85123
H 1.52971 4.65176 -1.11635
H 2.56826 3.36701 -0.51386
H 3.06422 5.22933 0.83729
H 2.09284 4.11314 1.83891
H 0.73521 5.33432 3.16123
H 0.23750 6.94498 2.61669
H 1.95750 6.62154 2.92438
C -0.84326 1.02213 7.95924
O -1.83108 1.45457 7.05168
C -2.03026 2.85837 7.08834
C -2.54946 3.36803 5.76466
O -1.56063 3.46586 4.74855
C -1.09559 2.26645 4.15875
C -2.08555 1.60348 3.22774
O -3.08708 0.90731 3.94435
C -4.30197 0.81379 3.23395
H -1.15592 1.18688 8.99624
H -0.69508 -0.04440 7.80112
H 0.10797 1.53729 7.78024
H -1.09329 3.37169 7.33252
H -2.77194 3.08236 7.86669
H -2.88638 4.39421 5.92248
H -3.40874 2.78544 5.42806
H -0.73393 1.56396 4.91275
H -0.23681 2.56860 3.55247
H -1.54956 0.87598 2.59785
H -2.53366 2.36770 2.58144
H -4.67689 1.80738 2.96452
H -5.02870 0.33577 3.88709
H -4.18705 0.20971 2.32551
*
```

## Properties
* energy relative to the best compared isomer or geometry (same formula, charge and spin): 0.000 eV

Record 2
The following is a DFT calculation (the ωB97M-V functional and the def2-TZVPD basis) of a cluster of 11 separate species, C26H61N3O8S8 in total.

The geometry in ORCA input format:
```
! wB97M-V def2-TZVPD RIJCOSX def2/J DEFGRID3
* xyz 0 1
C -5.79632 17.36997 -1.33736
S -5.41262 15.60010 -2.00464
O -6.66781 14.89148 -2.50128
C -4.34275 16.00410 -3.45433
H -6.14914 18.19652 -1.95413
H -4.82219 17.73896 -1.01643
H -6.41008 17.27290 -0.44182
H -3.61882 16.62143 -2.92243
H -4.79097 16.57602 -4.26680
H -3.80680 15.27108 -4.05728
C -3.81309 19.94309 -6.16591
S -5.53053 19.56440 -5.57289
O -6.44831 20.75641 -5.68117
C -5.85619 18.25379 -6.89279
H -3.81349 20.06668 -7.24887
H -3.09376 19.19609 -5.83024
H -3.51200 20.95461 -5.89341
H -5.98080 18.61571 -7.91337
H -6.73560 17.72092 -6.53113
H -5.06439 17.50842 -6.81807
C -9.43907 12.27731 -6.26034
S -7.91434 13.38307 -6.09306
O -8.26727 14.35301 -4.89183
C -8.26018 14.45675 -7.52129
H -9.85236 12.22062 -5.25333
H -9.10161 11.30124 -6.60892
H -10.27313 12.51508 -6.92057
H -7.34349 15.04094 -7.60199
H -9.10173 15.11594 -7.30828
H -8.33895 13.87872 -8.44204
C -9.39500 18.86553 -2.69281
S -8.30013 18.24613 -4.09676
O -8.20344 16.71476 -3.90652
C -9.39099 18.49395 -5.51412
H -10.28795 18.24044 -2.69507
H -9.84599 19.85344 -2.78639
H -8.86222 18.75973 -1.74781
H -9.14446 17.65279 -6.16202
H -9.24824 19.45278 -6.01250
H -10.41522 18.33792 -5.17546
C -3.88679 25.87381 -4.66448
S -2.95458 24.79829 -5.93245
O -1.79722 24.03630 -5.31721
C -4.26411 23.64361 -6.40372
H -3.11921 26.60669 -4.41584
H -3.97186 25.39223 -3.69035
H -4.82286 26.28336 -5.04415
H -4.00648 22.97425 -7.22450
H -5.14907 24.22684 -6.65828
H -4.46385 22.92176 -5.61181
C -1.34943 20.15794 -2.84373
S -2.98182 20.39713 -2.03852
O -3.88020 19.39494 -2.73302
C -3.40662 22.03029 -2.69434
H -0.54951 20.82664 -2.52576
H -1.58671 20.31039 -3.89661
H -1.01643 19.13994 -2.64155
H -3.43794 22.76327 -1.88822
H -4.43406 21.94887 -3.04907
H -2.76606 22.15757 -3.56704
C -4.44878 18.67902 -12.00902
S -4.19714 19.59432 -10.41982
O -3.02153 18.96007 -9.69257
C -3.57123 21.10363 -11.29277
H -4.02287 19.08792 -12.92527
H -5.47425 18.34141 -12.15920
H -3.85012 17.76821 -12.02044
H -4.38887 21.58844 -11.82615
H -2.75381 20.77196 -11.93303
H -3.15803 21.76293 -10.52942
C -0.06383 19.87832 -9.34954
S 1.08595 20.75097 -8.26249
O 1.50234 21.95487 -9.08513
C -0.25421 21.18949 -7.03043
H -0.79117 20.57648 -9.76382
H -0.51414 18.97810 -8.93127
H 0.60186 19.58105 -10.15984
H 0.08727 21.88440 -6.26324
H -0.48438 20.25931 -6.51093
H -1.04747 21.60974 -7.64868
C 0.70600 16.20656 -4.32125
C -0.13357 17.05674 -5.26335
N -0.81635 17.65309 -5.99312
H 0.31514 15.19560 -4.43657
H 0.74601 16.63761 -3.32090
H 1.65959 16.09969 -4.83830
N -6.72744 23.06951 -9.62155
C -7.49621 23.03534 -10.70982
C -8.27883 21.85220 -10.63788
C -7.72195 21.14197 -9.53660
C -6.82637 21.97669 -8.88531
H -5.96140 23.72473 -9.55853
H -7.52961 23.88870 -11.37093
H -9.06283 21.58055 -11.32923
H -8.08156 20.14192 -9.34432
H -6.19637 21.87720 -8.01376
N -7.80669 23.53158 -5.45819
C -8.29774 24.63208 -6.16627
C -9.03637 25.38911 -5.28698
C -9.07165 24.82585 -4.02314
C -8.34461 23.63796 -4.17489
H -7.32613 22.77764 -5.92803
H -8.09593 24.69504 -7.22539
H -9.51187 26.33830 -5.48527
H -9.75057 25.13013 -3.24028
H -8.11130 22.83458 -3.49186
*
```

## Properties
* energy relative to the best compared isomer or geometry (same formula, charge and spin): 0.000 eV

Record 3
The following is a DFT calculation (the ωB97M-V functional and the def2-TZVPD basis) of a cluster of 8 separate species, C26H62Cl6O10 in total.

The geometry in ORCA input format:
```
! wB97M-V def2-TZVPD RIJCOSX def2/J DEFGRID3
* xyz 0 1
C -3.15063 8.84439 -0.93100
O -2.61874 7.57062 -1.19613
C -3.52486 6.54184 -0.85789
C -2.80907 5.23425 -1.11924
O -3.68419 4.17794 -0.75907
C -3.09092 2.90701 -0.77791
H -4.14778 8.95558 -1.36966
H -2.52374 9.60053 -1.40194
H -3.17812 9.05081 0.14248
H -4.47016 6.66956 -1.38748
H -3.69101 6.53730 0.22783
H -1.92838 5.14048 -0.47746
H -2.49565 5.17488 -2.16761
H -3.77156 2.21864 -1.27947
H -2.84685 2.56982 0.23391
H -2.14549 2.85005 -1.33299
C -0.48380 -4.72351 1.93023
O 0.80709 -4.32272 2.37310
C 0.90463 -4.31682 3.77569
C 2.35791 -4.12288 4.18362
O 3.19347 -5.21056 3.88765
C 2.77777 -6.47112 4.36532
H -1.28455 -4.40270 2.60096
H -0.45724 -5.82181 1.93227
H -0.66913 -4.41064 0.90693
H 0.51603 -5.26903 4.16976
H 0.23603 -3.58251 4.24612
H 2.38389 -3.86247 5.24787
H 2.73571 -3.26567 3.62738
H 2.51323 -6.47342 5.42496
H 3.59444 -7.15507 4.14691
H 1.92419 -6.82916 3.77894
C 3.51819 1.72406 -0.26738
O 3.15362 2.16135 -1.56965
C 1.93563 1.56214 -1.99180
C 1.56424 2.19252 -3.31488
O 2.43345 1.74650 -4.31896
C 1.92745 1.89722 -5.62342
H 3.82750 0.67836 -0.22003
H 2.67852 1.92634 0.40525
H 4.33249 2.38189 0.04122
H 1.12081 1.64435 -1.26287
H 2.08022 0.48626 -2.13048
H 1.57953 3.29066 -3.25793
H 0.49922 1.97058 -3.48012
H 2.10134 2.93388 -5.93428
H 0.86924 1.65809 -5.77422
H 2.46819 1.23197 -6.29636
C 1.94899 -0.81925 2.10791
O 1.11883 -0.33142 1.07894
C -0.03879 -1.10555 0.89391
C -0.82775 -0.60220 -0.29228
O -0.08329 -0.87343 -1.46739
C -0.78659 -0.60255 -2.66143
H 2.12145 -1.89936 2.08444
H 1.52979 -0.55110 3.08529
H 2.90465 -0.32033 1.98187
H -0.67431 -1.13751 1.79082
H 0.28507 -2.13512 0.69308
H -1.13818 0.44658 -0.22690
H -1.78141 -1.14229 -0.36271
H -1.70203 -1.16028 -2.86111
H -0.08173 -0.98450 -3.40574
H -0.94087 0.46177 -2.83863
C 1.12738 1.21705 5.88518
O 0.17682 2.22818 5.67809
C 0.30590 2.86587 4.41325
C -0.87656 2.54548 3.49343
O -0.83311 3.42348 2.38193
C 0.02510 3.04035 1.34605
H 1.05157 0.38846 5.17557
H 1.04426 0.77998 6.88165
H 2.14017 1.63642 5.87427
H 1.24402 2.56754 3.93912
H 0.30316 3.93853 4.61310
H -1.81670 2.74095 4.00549
H -0.85162 1.51001 3.13309
H -0.08028 3.74396 0.51998
H -0.16147 2.02815 0.96868
H 1.07492 3.06905 1.66702
Cl -0.31115 -4.09544 -2.09449
C -1.38935 -4.27210 -3.51196
C -2.84336 -4.26814 -3.04827
Cl -3.91496 -4.56137 -4.43150
H -1.12376 -5.24548 -3.91134
H -1.19919 -3.45965 -4.20383
H -3.08706 -3.26779 -2.69349
H -3.10403 -5.00175 -2.29398
Cl 5.29256 -1.81878 2.32049
C 4.71419 -3.51511 2.14464
C 5.77024 -4.43913 1.56624
Cl 7.13422 -4.63807 2.67732
H 3.87365 -3.47234 1.45383
H 4.38451 -3.93437 3.09097
H 6.13903 -4.13659 0.59106
H 5.30695 -5.42282 1.48917
Cl -3.56759 0.29280 -4.10962
C -4.57362 -0.75159 -5.15523
C -5.19850 -0.05109 -6.33141
Cl -4.04943 0.55839 -7.53216
H -5.35634 -1.08644 -4.47675
H -3.99102 -1.61439 -5.47007
H -5.85958 0.74036 -5.98307
H -5.83594 -0.79587 -6.81073
*
```

## Properties
* energy relative to the best compared isomer or geometry (same formula, charge and spin): 0.399 eV
* SMILES: COCCOC.COCCOC.COCCOC.COCCOC.COCCOC.ClCCCl.ClCCCl.ClCCCl

Record 4
The following is a DFT calculation (the ωB97M-V functional and the def2-TZVPD basis) of a cluster of 3 separate species, C26H64IN8O6P3S2 in total.

The geometry in ORCA input format:
```
! wB97M-V def2-TZVPD RIJCOSX def2/J DEFGRID3
* xyz 0 1
C 1.85663 2.67221 -0.85909
N 2.29015 2.54665 0.56487
C 1.85109 1.22545 1.15470
C 2.80190 0.01485 0.72882
C 2.57116 -1.36369 1.51428
C 1.06474 -1.66133 1.97617
C 0.11578 -2.35393 0.89116
C -0.09600 -1.54041 -0.47255
C -1.37438 -0.53099 -0.43225
C -1.65399 -0.15540 -1.98868
N -0.47779 0.57544 -2.58836
P 3.12900 -2.75808 0.30696
S 3.00515 -4.54486 1.08974
C 3.50135 -1.53174 2.81455
C 3.08382 -0.59135 4.05596
C 5.07564 -1.37086 2.56957
C 5.91648 -2.73903 2.67515
C 7.13764 -2.71508 1.61768
O 7.04622 -3.08856 0.43947
I 9.08738 -1.95485 2.32761
O 5.46434 -0.72941 1.32656
S 4.56121 0.63658 1.00058
O 5.02679 1.40393 -0.20959
O 4.65083 1.58085 2.17542
H 0.76266 2.34813 -0.98569
H 2.57922 2.03992 -1.49547
H 1.89573 3.77077 -1.19685
H 1.73576 3.25506 1.07911
H 0.80058 1.03449 0.75141
H 1.76260 1.40383 2.27358
H 2.71761 -0.07495 -0.41894
H 0.50016 -0.76940 2.40156
H 1.14815 -2.41495 2.84758
H -0.92805 -2.42574 1.38206
H 0.39301 -3.43945 0.64206
H -0.38435 -2.32495 -1.27175
H 0.82842 -1.01561 -0.87746
H -1.14520 0.45046 0.09483
H -2.24074 -1.12241 0.00737
H -2.63482 0.39854 -2.14328
H -1.73601 -1.14278 -2.58770
H 0.31117 -0.07544 -2.74001
H -0.71447 0.89523 -3.54615
H 4.48674 -2.58370 -0.12733
H 2.32861 -2.76189 -0.89937
H 3.33735 -2.61414 3.18218
H 3.89672 -0.64323 4.87313
H 2.14826 -1.04766 4.54231
H 2.97389 0.50816 3.79354
H 5.47295 -0.69534 3.41634
H 5.31238 -3.68206 2.47080
H 6.41974 -2.85854 3.70473
C -0.11224 2.81409 -6.06938
N -1.36852 2.90699 -6.78331
C -2.02239 1.61787 -6.98040
P -2.02617 4.24846 -7.61941
O -3.30918 4.25312 -6.77186
N -1.42787 5.72212 -6.93936
C -0.12507 5.90691 -6.32136
C -2.38806 6.57986 -6.24053
N -0.60542 4.26761 -8.68566
C -0.82380 5.27516 -9.76013
C -0.24408 3.03111 -9.39911
H 0.73621 3.18473 -6.65176
H 0.15057 1.78423 -5.80863
H -0.15926 3.36028 -5.12396
H -1.78982 1.19789 -7.96540
H -3.10881 1.71691 -6.91763
H -1.73817 0.87906 -6.22647
H -0.11033 5.54791 -5.28773
H 0.13832 6.97050 -6.29863
H 0.68302 5.43216 -6.87747
H -2.62693 6.18545 -5.24857
H -3.31174 6.68069 -6.81272
H -2.00088 7.59635 -6.11590
H -1.67165 4.99440 -10.39451
H 0.06551 5.37892 -10.38717
H -1.02971 6.26535 -9.35229
H -1.09171 2.62739 -9.96106
H 0.13011 2.25542 -8.73176
H 0.57756 3.21679 -10.09626
C -2.43409 -4.98415 6.69463
N -1.87691 -3.96686 5.82733
C -0.42894 -4.06100 5.67579
P -2.63521 -2.56924 5.19468
O -2.35379 -2.97555 3.73795
N -4.33965 -2.83263 5.06554
C -5.13800 -3.68097 5.93530
C -4.91087 -2.89799 3.71807
N -2.93858 -1.99672 6.84877
C -3.50969 -0.62280 6.78541
C -1.79945 -1.88675 7.77559
H -2.95000 -4.56584 7.56380
H -1.66921 -5.64759 7.10854
H -3.12695 -5.62839 6.14816
H 0.09025 -3.38873 6.36860
H -0.12284 -3.78439 4.66349
H -0.05043 -5.07207 5.84434
H -5.06097 -4.73628 5.65679
H -6.19657 -3.40497 5.86942
H -4.88652 -3.56902 6.98970
H -4.69718 -3.85864 3.24046
H -4.52187 -2.09582 3.08859
H -5.99721 -2.76379 3.73624
H -2.79112 0.08092 6.35116
H -3.79125 -0.26880 7.78046
H -4.41520 -0.58718 6.17876
H -0.98756 -1.29083 7.34777
H -1.40014 -2.85764 8.06702
H -2.11270 -1.42275 8.71480
*
```

## Properties
* SMILES: CNC[C@@H]1[C@@](CCCCCN)([PH2]=S)[C@H](C)[C@@H](CC(=O)I)OS1(=O)=O.CN(C)P(=O)(N(C)C)N(C)C.CN(C)P(=O)(N(C)C)N(C)C

no.,F_max (eV/Å),HOMO-LUMO gap (eV)
1,2.0,7.216
2,4.7,7.757
3,1.7,9.669
4,8.6,7.001